Record 1
ORCA calculation (ωB97M-V/def2-TZVPD) on C24H36N2SiSn as an isolated structure.

Cartesian coordinates (Å):
1 C 0.9141 1.6273 1.4958
2 C 1.4240 2.1430 0.2698
3 C 0.3468 2.8177 -0.3995
4 H 2.4481 2.0864 -0.0843
5 C -0.8154 2.7118 0.4242
6 C -0.4573 1.9888 1.5983
7 H -1.0923 1.8500 2.4564
8 H 1.4992 1.1565 2.2842
9 H 0.4380 3.4121 -1.3121
10 H -1.7717 3.1969 0.2523
11 Sn 0.1869 -0.1992 -1.1106
12 C -2.5194 -2.8426 -4.3853
13 H -2.9800 -2.2751 -3.5507
14 H -2.0595 -3.7024 -3.8675
15 H -0.6963 -1.0091 -3.2998
16 Si -0.4805 -1.4090 -4.7182
17 C 1.2315 -1.3622 -5.4379
18 C 1.9783 -0.1587 -5.3758
19 H 1.6806 0.6969 -4.7470
20 C 3.1295 -0.0007 -6.1447
21 H 3.6715 0.9488 -6.0790
22 C 3.6007 -1.0252 -6.9617
23 H 4.5071 -0.9084 -7.5535
24 C 2.8836 -2.2297 -7.0358
25 H 3.2223 -3.0446 -7.6811
26 C 1.7230 -2.4060 -6.2753
27 H 1.2150 -3.3782 -6.3917
28 C -1.4679 -0.2562 -5.8709
29 C -0.8773 0.2107 -7.0528
30 H 0.1124 -0.1617 -7.3522
31 C -1.5172 1.1499 -7.8605
32 H -1.0235 1.5194 -8.7508
33 C -2.8051 1.5818 -7.5532
34 H -3.3089 2.2757 -8.2185
35 C -3.4351 1.0666 -6.4147
36 H -4.4473 1.3672 -6.1794
37 C -2.7891 0.1319 -5.5848
38 H -3.3119 -0.3202 -4.7389
39 H -0.7611 -2.8346 -5.1700
40 H -3.2868 -3.1828 -5.0802
41 C 2.7231 -1.8118 -1.4216
42 N 1.8607 -1.6041 -0.2361
43 C 2.7069 -1.1892 0.9002
44 C 1.1328 -2.8546 0.0809
45 C 0.1836 -2.6823 1.2618
46 N -0.7832 -1.5804 1.0087
47 C -1.9499 -2.0639 0.2402
48 C -1.2722 -1.0119 2.2822
49 H 2.0942 -2.0813 -2.2790
50 H 3.4436 -2.6319 -1.2337
51 H 3.2702 -0.8819 -1.6447
52 H 2.0868 -0.9837 1.7815
53 H 3.4246 -2.0012 1.1493
54 H 3.2701 -0.2812 0.6364
55 H 0.5952 -3.1417 -0.8324
56 H 1.9024 -3.6212 0.2887
57 H -0.3735 -3.6296 1.3889
58 H 0.7172 -2.4900 2.2038
59 H -2.4361 -2.9041 0.7722
60 H -2.6878 -1.2574 0.1115
61 H -1.6408 -2.4058 -0.7539
62 H -1.7821 -1.7904 2.8912
63 H -0.4255 -0.6118 2.8561
64 H -1.9837 -0.1953 2.0864

Force components x, y, z for each atom (eV/Å):
C -0.627 0.088 0.003
C -0.792 -0.606 -0.430
C -0.463 -0.344 0.339
H -0.087 0.099 0.109
C 1.004 -0.102 0.288
C 0.685 0.647 -0.895
H -0.058 -0.125 0.064
H -0.113 0.070 -0.218
H -0.064 -0.350 0.284
H 0.163 -0.182 -0.086
Sn 0.268 2.688 0.191
C -1.540 -1.343 2.418
H 0.327 0.379 -0.682
H 0.000 0.245 -0.582
H 0.080 -0.441 -0.423
Si -0.720 -0.317 -1.662
C 1.335 0.322 -0.165
C 0.065 -0.390 -0.200
H -0.109 -0.618 -0.274
C 0.301 0.242 0.194
H -0.131 -0.382 -0.092
C -0.433 -0.485 -0.093
H -0.195 0.085 0.145
C 0.061 0.306 0.290
H -0.035 0.313 0.212
C -0.058 0.452 0.130
H -0.021 0.701 0.314
C -0.179 -0.226 0.175
C 0.260 0.203 0.016
H -0.440 0.334 0.208
C -0.232 -0.290 0.024
H 0.001 -0.040 -0.009
C 0.241 -0.395 0.446
H -0.015 0.001 0.218
C 0.175 -0.436 0.093
H -0.048 0.021 -0.007
C 0.244 0.544 -0.607
H 0.121 0.410 -0.184
H 0.317 0.246 0.299
H 0.436 0.341 -0.490
C 0.171 -0.245 0.169
N 0.672 -0.396 0.242
C 0.085 -0.078 0.149
C 0.693 0.249 0.082
C -0.810 0.055 -0.221
N -0.422 -0.696 0.731
C 0.100 -0.171 0.425
C 0.052 -0.234 0.011
H 0.241 0.129 0.077
H -0.181 0.257 -0.024
H -0.317 -0.379 0.019
H 0.253 0.077 -0.372
H -0.264 0.319 -0.129
H -0.328 -0.318 0.092
H -0.013 -0.101 0.181
H -0.457 -0.077 0.007
H 0.245 0.122 0.102
H -0.113 -0.012 -0.408
H 0.085 0.174 -0.154
H 0.422 -0.197 0.003
H -0.109 0.005 0.099
H 0.162 0.239 -0.210
H -0.283 -0.042 -0.212
H 0.394 -0.346 -0.017

## Properties
ΔE to the lowest compared entry with this formula, charge and spin = 250.9 kJ/mol
LUMO (alpha / beta) = 0.323 / -0.502 eV
energy = -42154.162 eV
HOMO (alpha / beta) = -6.6 / -4.9 eV
strongest force on any atom = 3.2 eV Å⁻¹
molecular weight = 499.36 g mol⁻¹
HOMO-LUMO gap (alpha / beta) = 0.2546 / 0.1598 hartree

And the Mulliken charges, in e, turn out to be: -0.277 -0.745 -0.809 0.437 -0.626 -0.776 0.725 0.612 0.427 0.429 0.762 -1.310 0.382 0.426 -0.374 0.618 0.456 -0.313 0.295 -0.518 0.369 -0.456 0.384 -0.566 0.370 -0.309 0.308 0.457 -0.097 0.263 -0.600 0.388 -0.485 0.365 -0.571 0.381 -0.440 0.291 -0.147 0.311 -1.073 0.167 -0.927 -0.706 -1.046 0.531 -1.303 -1.329 0.322 0.391 0.332 0.090 0.305 0.336 0.271 0.486 0.420 0.491 0.419 0.300 0.409 0.371 0.417 0.287

=====

Record 2
ORCA calculation (ωB97M-V/def2-TZVPD) on one molecule with the formula C3H4INS.

Cartesian coordinates (Å):
1 C 1.1540 0.1762 0.6923
2 C -0.7153 -0.7664 0.0467
3 C -0.6919 0.4266 -0.9037
4 N 0.1965 -0.4307 1.1978
5 S 1.1458 0.8382 -0.9008
6 I 3.1615 1.0452 2.0728
7 H -1.7367 -1.1308 0.4175
8 H -0.3498 -1.7262 -0.1900
9 H -0.9429 0.1663 -1.9570
10 H -1.2213 1.4015 -0.4757

Force components x, y, z for each atom (eV/Å):
C 1.328 1.099 2.238
C -2.056 0.115 2.229
C 0.236 1.020 -0.235
N 0.549 0.235 -0.464
S -0.502 -0.074 -0.242
I -2.100 -1.038 -1.427
H 1.037 1.464 -0.212
H 0.906 -0.871 -1.766
H -0.208 0.427 0.885
H 0.809 -2.377 -1.007

## Properties
ΔE to the lowest compared entry with this formula, charge and spin = 124.5 kJ/mol
LUMO = -1.190 eV
energy = -23599.742 eV
HOMO = -9.4 eV
SMILES string = IC1=NCCS1
strongest force on any atom = 3.0 eV Å⁻¹
molecular weight = 213.04 g mol⁻¹
HOMO-LUMO gap = 0.3024 hartree

And the Mulliken charges, in e, turn out to be: 0.201 -0.478 -0.391 -0.395 -0.061 -0.027 0.259 0.302 0.329 0.261

=====

Record 3
ORCA calculation (ωB97M-V/def2-TZVPD) on a 2-piece molecular cluster, C4H5NS overall.

Cartesian coordinates (Å):
1 C -2.4574 -0.7502 -0.0773
2 C 1.2788 -0.0662 0.1313
3 C 0.4736 -1.0435 -0.0874
4 C -1.6846 0.2852 -0.6653
5 N -3.0396 -1.6931 0.2552
6 S -1.3302 1.7916 0.1233
7 H 2.2199 -0.1946 0.6914
8 H 0.7082 0.9834 0.1087
9 H -0.1182 -1.8713 -0.3093
10 H -1.6437 0.4923 -1.7950
11 H -1.6009 1.3656 1.4808

Force components x, y, z for each atom (eV/Å):
C 0.052 0.210 -1.003
C -1.083 0.543 1.223
C -0.788 2.215 -0.815
C 1.265 0.040 -1.002
N 0.087 0.195 0.286
S -0.641 -0.780 2.098
H -0.208 0.381 -0.643
H 1.429 -1.268 0.061
H -0.229 -1.207 -0.065
H -0.354 -0.981 1.846
H 0.470 0.652 -1.986

## Properties
ΔE to the lowest compared entry with this formula, charge and spin = 492.6 kJ/mol
LUMO (alpha / beta) = -0.692 / -0.030 eV
energy = -16548.960 eV
HOMO (alpha / beta) = -8.1 / -8.2 eV
strongest force on any atom = 2.5 eV Å⁻¹
molecular weight = 99.16 g mol⁻¹
HOMO-LUMO gap (alpha / beta) = 0.2731 / 0.2992 hartree

And the Mulliken charges, in e, turn out to be: 0.352 -0.495 -0.117 -0.416 -0.431 -0.236 0.286 0.063 0.504 0.285 0.206

=====

Record 4
ORCA calculation (ωB97M-V/def2-TZVPD) on C31H32N5O2Sc as an isolated structure.

Cartesian coordinates (Å):
1 Sc 0.4320 0.3563 1.1696
2 C 1.3897 -6.4639 -0.7358
3 C 0.8525 -5.1376 -0.3407
4 C -0.4816 -4.8698 -0.2729
5 C -0.8990 -3.6246 0.1899
6 C -2.2796 -3.2831 0.4644
7 N -3.2245 -3.4597 -0.4107
8 C -3.0448 -3.6883 -1.8682
9 C -2.3529 -2.5056 -2.4709
10 C -3.1850 -1.1700 -2.4799
11 N -2.2701 -0.0550 -2.2004
12 C -1.9510 0.9607 -2.9961
13 C -0.9731 1.9505 -2.6794
14 C -0.7212 2.9953 -3.5830
15 C 0.2804 3.9230 -3.3727
16 C 0.5278 4.9507 -4.4627
17 C 1.0114 3.8415 -2.2017
18 C 0.8248 2.8226 -1.2674
19 C 1.7495 2.8271 -0.1235
20 N 1.9165 1.9306 0.7451
21 C 2.9431 2.1269 1.8050
22 C 3.8927 0.9654 1.9005
23 C 3.2518 -0.2936 2.4980
24 N 2.1805 -0.8891 1.6846
25 C 2.3492 -2.0913 1.2610
26 C 1.3494 -2.9078 0.5888
27 C 1.7425 -4.1687 0.1279
28 C 0.0035 -2.5956 0.5713
29 O -0.5222 -1.4581 0.9630
30 C -0.1655 1.8451 -1.4984
31 O -0.3423 0.9262 -0.6534
32 H 0.7660 -6.9118 -1.5136
33 H 1.4991 -7.2082 0.0639
34 H 2.4226 -6.3544 -1.0738
35 H -1.2439 -5.6426 -0.3851
36 H -2.5161 -2.9020 1.4357
37 H -4.1594 -3.2594 -0.0731
38 H -4.0270 -3.8474 -2.2537
39 H -2.3963 -4.5627 -2.0133
40 H -2.0319 -2.7793 -3.4726
41 H -1.4200 -2.3307 -1.9086
42 H -3.9679 -1.1620 -1.7010
43 H -3.5809 -1.0285 -3.5013
44 H -1.7404 -0.0874 -1.3407
45 H -2.5595 1.0330 -3.9105
46 H -1.3263 3.0854 -4.4798
47 H 0.0077 4.6770 -5.3715
48 H 1.6217 5.1764 -4.5698
49 H 0.0662 5.8465 -4.1363
50 H 1.8614 4.5095 -2.0803
51 H 2.4224 3.7084 -0.1333
52 H 2.4010 2.3374 2.7901
53 H 3.5779 3.0066 1.5778
54 H 4.7560 1.2192 2.5323
55 H 4.2721 0.8303 0.8886
56 H 2.8328 -0.0004 3.4143
57 H 3.9986 -1.0715 2.7270
58 H 3.3126 -2.6106 1.4262
59 H 2.7984 -4.3974 0.1852
60 N -2.1270 5.8566 5.4665
61 C -1.6827 4.9148 4.9958
62 C -1.2054 3.7442 4.3254
63 C -0.8188 2.5455 4.9867
64 C -0.3929 1.4600 4.2956
65 C -0.3615 1.4623 2.8550
66 C -0.8582 2.6214 2.2170
67 C -1.2383 3.7705 2.9282
68 H -0.8638 2.5445 6.0594
69 H -0.0318 0.6410 4.8589
70 H -0.8144 2.7312 1.1398
71 H -1.5368 4.6742 2.3976

Force components x, y, z for each atom (eV/Å):
Sc -0.806 -0.171 0.437
C 0.486 -0.830 -0.326
C 1.291 -0.239 0.535
C -1.182 0.338 0.475
C -0.116 0.830 0.210
C 0.414 -0.925 -1.312
N -0.032 0.372 0.911
C 0.753 -0.428 0.878
C 0.275 1.216 0.058
C 0.797 -0.330 -0.540
N 0.226 0.904 -1.089
C -0.874 -0.752 0.814
C 0.024 -0.475 0.090
C 0.033 0.098 0.076
C -0.550 -0.042 -1.260
C 1.048 -0.329 0.946
C 0.604 -0.437 -0.020
C 0.350 0.710 -0.029
C 0.442 1.017 -1.395
N 0.395 -0.645 1.195
C -0.410 1.397 0.820
C -0.059 -0.651 -0.040
C 1.134 -0.586 -1.221
N 0.274 -0.479 -0.167
C 0.298 0.246 -0.015
C 1.108 -0.500 0.014
C -0.227 0.384 -0.005
C -1.625 0.116 0.473
O 0.500 -0.107 -0.309
C 0.138 1.446 -0.821
O -0.491 -1.908 1.210
H 0.299 -0.035 -0.004
H -0.482 0.353 0.164
H -0.200 0.005 -0.424
H 0.340 0.014 -0.343
H -0.408 0.310 0.400
H -0.099 -0.105 -0.201
H -0.560 -0.334 -0.428
H -0.599 0.124 0.004
H -0.098 0.148 -0.196
H -0.311 -0.050 -0.188
H 0.185 -0.012 -0.540
H -0.264 0.058 0.705
H 0.279 -0.026 0.429
H 0.500 0.060 0.239
H 0.038 -0.163 0.011
H 0.431 -0.165 -0.326
H -1.061 -0.387 -0.300
H -0.378 1.211 0.251
H -0.226 0.141 0.179
H -0.320 -0.333 0.191
H 0.624 -0.329 -1.260
H -0.616 -0.114 0.016
H -0.341 0.077 -0.124
H 0.218 -0.478 -0.035
H -0.763 0.313 1.433
H -0.083 0.316 -0.170
H -0.359 0.339 0.091
H 0.071 -0.171 -0.103
N -0.193 0.624 0.355
C 0.233 -0.608 0.031
C -0.136 -0.904 -0.879
C -0.596 1.887 0.241
C 0.118 0.259 -2.258
C -0.366 0.331 0.691
C 0.671 0.057 0.988
C 0.108 -0.337 0.150
H 0.089 -0.075 0.346
H 0.234 -0.936 0.334
H -0.193 -0.106 -0.269
H -0.001 -0.199 0.206

## Properties
ΔE to the lowest compared entry with this formula, charge and spin = 70.1 kJ/mol
LUMO = -6.441 eV
energy = -64901.035 eV
HOMO = -13.3 eV
net charge = +2
strongest force on any atom = 2.3 eV Å⁻¹
molecular weight = 551.59 g mol⁻¹
HOMO-LUMO gap = 0.2510 hartree

And the Mulliken charges, in e, turn out to be: 0.033 -1.618 -0.018 -0.071 -0.012 -0.656 -0.013 -1.007 0.076 -0.817 0.182 -0.008 -0.491 -0.568 0.082 -1.670 -0.701 1.183 -0.290 0.028 -0.718 -0.810 -0.860 0.153 -0.179 0.517 -0.935 0.878 -0.969 1.148 -0.745 0.391 0.330 0.403 0.745 0.610 0.352 0.532 0.351 0.426 -0.029 0.306 0.407 -0.007 0.414 0.431 0.381 0.361 0.377 0.445 0.291 0.192 0.537 0.426 0.288 0.304 0.511 0.314 0.463 -0.413 -0.171 0.492 -0.543 -0.438 0.466 0.306 -1.044 0.479 0.514 0.229 0.444

=====

Record 5
ORCA calculation (ωB97M-V/def2-TZVPD) on one molecule with the formula C11H13NO.

Cartesian coordinates (Å):
1 C -2.9181 2.0864 0.2448
2 C -1.8364 1.2999 -0.0100
3 C -4.2653 1.5737 0.1155
4 C -1.9412 -0.1154 -0.2891
5 C -3.2654 -0.6040 -0.3725
6 C -4.4767 -1.1454 0.0857
7 C -0.8031 -0.8853 -0.4784
8 C 1.3399 -2.0428 0.1321
9 C 0.6264 0.0687 1.2879
10 C 1.4435 0.1553 -1.1694
11 C 0.6358 -0.5687 -0.0850
12 N -4.3257 0.2548 -0.1659
13 O -5.3436 -1.9133 0.3458
14 H -2.8677 3.0843 0.4805
15 H -0.7884 1.5322 0.0872
16 H -5.1358 2.1630 0.4643
17 H -0.9903 -1.8237 -1.0490
18 H 2.3385 -1.8531 -0.0582
19 H 0.8984 -2.6082 -0.6751
20 H 1.2566 -2.4862 1.0767
21 H 1.4551 -0.1959 1.9480
22 H 0.6264 1.1290 1.1390
23 H -0.2986 -0.1988 1.7603
24 H 2.2755 -0.4098 -1.4655
25 H 1.8335 1.1097 -0.8397
26 H 0.8969 0.3866 -2.1006

Force components x, y, z for each atom (eV/Å):
C -0.202 -2.280 -1.275
C -0.720 0.047 0.922
C -0.059 -1.372 0.455
C 3.021 -1.556 -0.712
C -1.707 0.315 0.442
C -0.003 -1.376 -0.699
C -1.760 -0.118 -0.878
C -2.185 2.473 -2.005
C 0.402 0.551 -0.087
C -1.113 1.051 -0.313
C -0.021 -2.785 0.508
N -0.014 3.461 0.429
O 0.491 0.140 0.166
H 0.523 2.212 0.526
H -0.345 1.110 -0.004
H 0.505 -0.856 -0.567
H 0.274 0.476 0.837
H 2.194 -0.013 -0.335
H 0.298 -0.799 0.021
H -0.699 -0.529 1.355
H 0.095 -0.026 -0.285
H 0.191 0.811 0.519
H -0.333 -0.125 0.581
H 1.237 -0.858 -0.433
H 0.069 0.314 0.341
H -0.137 -0.270 0.492

## Properties
ΔE to the lowest compared entry with this formula, charge and spin = 495.8 kJ/mol
LUMO (alpha / beta) = -0.132 / -0.130 eV
energy = -15150.304 eV
HOMO (alpha / beta) = -7.0 / -7.0 eV
strongest force on any atom = 3.9 eV Å⁻¹
molecular weight = 175.23 g mol⁻¹
HOMO-LUMO gap (alpha / beta) = 0.2516 / 0.2517 hartree

And the Mulliken charges, in e, turn out to be: -0.628 -0.493 -0.289 0.736 -0.435 0.605 -1.144 -1.741 -1.944 -1.499 2.333 -0.122 -0.530 0.474 0.375 0.355 0.213 0.516 0.403 0.386 0.446 0.521 0.356 0.430 0.363 0.314

=====

Record 6
ORCA calculation (ωB97M-V/def2-TZVPD) on a 2-piece molecular cluster, C4H11IN2 overall.

Cartesian coordinates (Å):
1 C 0.1857 0.5048 0.8712
2 C -1.3230 -1.2743 0.6859
3 C -0.9129 1.0555 0.1161
4 C -0.0098 -0.9822 -1.1969
5 N 1.8600 1.3869 0.1047
6 N -0.4879 -0.3374 0.0034
7 I 3.4712 0.1765 -0.3674
8 H 0.6097 0.4365 1.9651
9 H -2.0253 -0.6835 1.3966
10 H -2.1585 -1.5738 0.0556
11 H -0.8162 -2.1925 0.9314
12 H -0.5768 1.6940 -0.7899
13 H -1.7872 1.3837 0.5595
14 H 2.2238 2.1382 0.8478
15 H 0.7705 -1.7562 -0.9172
16 H -0.8753 -1.5004 -1.5842
17 H 0.3404 -0.3285 -1.9849
18 H 1.5114 1.8527 -0.6969

Force components x, y, z for each atom (eV/Å):
C 5.229 3.474 2.083
C -4.243 0.059 1.984
C 2.449 2.215 -2.537
C 1.576 -1.671 -1.393
N -0.692 -0.390 3.832
N -0.567 -0.883 -0.732
I 0.120 -0.093 -0.038
H -1.454 -0.406 -2.253
H 1.980 -1.393 0.084
H 0.328 -0.062 -0.877
H 0.311 0.079 0.870
H -0.868 -1.130 1.516
H -2.006 0.018 0.788
H -1.296 -1.912 -1.903
H -0.878 1.028 -0.333
H -0.044 -0.157 -0.280
H 0.286 0.435 0.220
H -0.232 0.788 -1.031

## Properties
ΔE to the lowest compared entry with this formula, charge and spin = 162.2 kJ/mol
LUMO = -9.975 eV
energy = -15384.435 eV
HOMO = -18.2 eV
net charge = +2
strongest force on any atom = 6.6 eV Å⁻¹
molecular weight = 214.05 g mol⁻¹
HOMO-LUMO gap = 0.3021 hartree

And the Mulliken charges, in e, turn out to be: 0.517 -0.995 -0.618 -0.939 -0.806 0.279 0.471 0.384 0.319 0.452 0.458 0.216 0.301 0.440 0.381 0.327 0.430 0.382